Entry 1:
C30H34ClO2S | ωB97M-V/def2-TZVPD

Each line ends with the Mulliken charge.
Positions of all 68 atoms, in Å:
C -0.449 -8.472 -1.641  -0.807
O -1.474 -7.977 -0.748  -0.458
C -1.490 -6.638 -0.489  0.969
C -2.497 -6.161 0.391  -0.586
C -2.574 -4.827 0.701  -0.679
C -1.660 -3.878 0.164  0.852
C -1.748 -2.498 0.511  -0.860
C -0.890 -1.532 0.011  -0.108
C -0.872 -0.180 0.354  -0.782
C 0.023 0.757 -0.233  -0.146
C -0.087 2.148 0.056  -0.031
C 0.758 3.083 -0.469  -0.461
C 0.656 4.579 -0.108  2.304
C 1.955 5.046 0.563  -1.724
C -0.501 4.848 0.858  -2.123
C 0.418 5.412 -1.374  -1.758
C 1.813 2.648 -1.396  1.621
O 2.615 3.477 -1.892  -0.835
C 1.917 1.224 -1.731  -0.906
C 3.035 0.753 -2.690  2.316
C 2.889 1.440 -4.053  -1.739
C 2.991 -0.759 -2.926  -2.137
C 4.411 1.091 -2.102  -1.750
C 1.031 0.353 -1.161  -0.331
C -0.656 -4.375 -0.714  -0.711
C -0.564 -5.714 -1.042  -0.467
H -0.609 -9.547 -1.714  0.233
H -0.550 -8.009 -2.632  0.327
H 0.548 -8.267 -1.228  0.330
H -3.197 -6.883 0.805  0.398
H -3.351 -4.472 1.375  0.369
H -2.524 -2.194 1.212  0.410
H -0.210 -1.848 -0.774  -0.065
H -1.622 0.197 1.048  0.574
H -0.877 2.453 0.747  0.426
H 2.800 4.931 -0.121  0.357
H 1.867 6.101 0.845  0.453
H 2.152 4.457 1.466  0.351
H -1.461 4.564 0.415  0.397
H -0.369 4.310 1.804  0.427
H -0.549 5.919 1.092  0.415
H -0.499 5.084 -1.877  0.344
H 0.313 6.469 -1.108  0.448
H 1.256 5.302 -2.067  0.362
H 2.993 2.523 -3.953  0.354
H 3.661 1.070 -4.738  0.451
H 1.907 1.220 -4.487  0.351
H 3.138 -1.317 -1.995  0.403
H 2.045 -1.066 -3.386  0.396
H 3.798 -1.046 -3.612  0.452
H 4.535 0.615 -1.123  0.358
H 5.199 0.720 -2.769  0.445
H 4.527 2.171 -1.984  0.361
H 1.119 -0.703 -1.416  0.318
H 0.074 -3.697 -1.149  0.377
H 0.219 -6.058 -1.723  0.343
Cl -5.319 -0.846 4.789  -0.275
C -4.006 0.256 4.677  0.563
C -4.215 1.622 4.931  -0.555
C -3.128 2.504 4.825  -0.279
C -1.870 2.046 4.467  -0.764
C -1.672 0.681 4.112  0.259
S -0.300 0.130 3.344  -0.380
C -2.749 -0.226 4.325  -0.847
H -5.205 1.973 5.204  0.364
H -3.289 3.563 5.023  0.340
H -1.030 2.731 4.386  0.373
H -2.600 -1.280 4.124  0.370

Charge: -1
DFT total energy in Eh: -2172.44551
LUMO energy in eV: 1.18
HOMO in eV: -3.3929
Multiplicity: 1
Strongest force on any atom in eV/A: 2.92
Orbital gap in eV: 4.6

=====

Entry 2:
C22H32N2OP2V | ωB97M-V/def2-TZVPD

Each line ends with the Mulliken charge.
Positions of all 60 atoms, in Å:
C -1.989 -3.391 -3.309  -0.428
C -0.973 -2.439 -3.216  0.200
C -1.244 -1.133 -3.713  -0.013
C -2.627 -0.691 -3.576  1.096
C -3.665 -1.652 -3.453  -0.904
C -3.334 -2.995 -3.419  -0.536
C -2.853 0.681 -3.485  -0.996
C -1.813 1.598 -3.611  0.924
C -0.474 1.029 -3.723  0.210
C 0.586 1.862 -3.244  -0.306
C 0.438 3.240 -3.392  -0.451
C -0.851 3.803 -3.519  -0.573
C -1.977 3.011 -3.551  -0.954
H -1.727 -4.446 -3.179  0.430
H -4.693 -1.285 -3.392  0.448
H -4.146 -3.722 -3.411  0.410
H -3.860 1.033 -3.284  0.470
H 1.312 3.871 -3.293  0.577
H -0.975 4.882 -3.541  0.431
H -2.990 3.417 -3.527  0.460
N -0.265 -0.265 -4.082  -0.513
V -0.943 -0.051 0.414  -0.519
C 0.336 -2.667 -2.501  -1.113
H 1.143 -2.072 -2.966  0.425
H 0.578 -3.742 -2.461  0.677
C 1.740 1.200 -2.554  -1.006
H 1.841 0.169 -2.935  0.504
H 2.643 1.794 -2.684  0.709
P 0.169 -2.048 -0.736  1.254
P 1.348 1.163 -0.723  1.004
C 1.834 2.824 -0.196  -1.343
H 1.759 2.867 0.899  0.415
H 2.864 3.028 -0.493  0.508
H 1.165 3.566 -0.641  0.420
C 2.823 0.267 -0.103  -1.094
H 3.637 0.993 0.017  0.571
H 2.583 -0.155 0.876  0.260
H 3.132 -0.527 -0.796  0.273
C -1.176 -3.029 -0.004  -1.594
H -0.810 -4.064 0.034  0.427
H -1.400 -2.672 1.019  0.504
H -2.076 -2.978 -0.633  0.395
C 1.623 -2.868 -0.020  -1.487
H 1.780 -2.490 0.998  0.306
H 1.396 -3.942 0.008  0.573
H 2.499 -2.660 -0.647  0.371
H 0.496 -0.276 0.195  0.240
H -0.486 1.287 -0.556  0.190
C 0.606 -0.918 5.373  -0.767
N 0.358 0.359 4.696  0.106
C 0.454 1.577 5.480  -0.794
C 0.273 0.325 3.344  0.086
O 0.373 -0.737 2.681  -0.679
H 0.835 -0.722 6.423  0.347
H 1.435 -1.432 4.843  0.264
H -0.303 -1.521 5.233  0.266
H 1.294 2.197 5.162  0.340
H -0.437 2.198 5.371  0.328
H 0.599 1.329 6.540  0.274
H 0.049 1.294 2.858  0.378

Charge: +2
DFT total energy in Eh: -2668.20064
LUMO energy (spin up / spin down) in eV: -7.48 / -7.23
HOMO (spin up / spin down) in eV: -13.0559 / -13.0452
Multiplicity: 2
Strongest force on any atom in eV/A: 3.46
Orbital gap (spin up / spin down) in eV: 5.6 / 5.8

=====

Entry 3:
C2H2Cl7Cr | ωB97M-V/def2-TZVPD

Each line ends with the Mulliken charge.
Positions of all 12 atoms, in Å:
Cr 2.777 0.907 2.772  1.171
Cl 1.943 0.092 0.656  -0.208
C -0.454 2.735 -0.629  0.303
Cl -0.219 4.489 -0.804  -0.114
Cl -1.019 2.150 -2.200  -0.104
Cl -1.592 2.297 0.654  -0.107
H 0.518 2.307 -0.420  0.041
C -0.346 -2.902 0.008  0.426
Cl 0.600 -3.929 1.088  -0.121
Cl -1.969 -2.500 0.637  -0.108
Cl -0.421 -3.669 -1.588  -0.113
H 0.183 -1.976 -0.175  -0.067

Charge: +1
ΔE to the lowest compared entry with this formula, charge and spin in kcal per mole: 6.6
DFT total energy in Eh: -4342.84701
LUMO energy (spin up / spin down) in eV: -9.09 / -7.72
HOMO (spin up / spin down) in eV: -13.2689 / -13.2691
Multiplicity: 5
Strongest force on any atom in eV/A: 2.82
Orbital gap (spin up / spin down) in eV: 4.2 / 5.5

=====

Entry 4:
C2H10NO3 | ωB97M-V/def2-TZVPD

Each line ends with the Mulliken charge.
Positions of all 16 atoms, in Å:
C -0.951 -1.300 1.360  -0.856
N 0.266 -1.283 0.461  -0.386
C -0.196 -0.676 -0.769  -0.273
O 0.282 0.632 -0.827  -0.855
H -1.786 -1.798 0.849  0.296
H -1.328 -0.283 1.681  0.263
H -0.906 -1.907 2.341  0.287
H 0.948 -0.916 0.943  0.260
H -1.337 -0.969 -0.922  0.311
H 0.362 -1.279 -1.606  0.137
H 3.027 0.819 -0.493  0.226
H 1.535 0.730 -0.358  0.395
O 2.489 0.647 0.209  -0.782
H -0.813 1.839 -0.626  0.465
H -0.440 2.960 -1.460  0.277
O -1.153 2.783 -0.783  -0.766

Charge: -1
ΔE to the lowest compared entry with this formula, charge and spin in kcal per mole: 37.7
DFT total energy in Eh: -362.64728
LUMO energy in eV: 4.17
HOMO in eV: -4.1236
Multiplicity: 1
Strongest force on any atom in eV/A: 9.14
Orbital gap in eV: 8.3

=====

Entry 5:
C5H12S2 | ωB97M-V/def2-TZVPD

Each line ends with the Mulliken charge.
Positions of all 19 atoms, in Å:
C -1.707 -1.736 -1.402  -0.646
C -2.794 -2.175 -0.464  -0.940
C -1.004 -0.365 -1.380  -0.651
S -0.242 -0.221 0.258  -0.115
S 0.787 1.580 -0.076  -0.142
C 2.141 1.239 1.056  -0.516
C 2.874 2.494 1.740  -1.073
H -1.761 -1.742 -2.431  0.428
H -0.876 -2.511 -1.108  0.249
H -3.557 -3.030 -0.834  0.254
H -3.246 -1.272 -0.082  0.331
H -2.375 -2.261 0.585  0.303
H -0.300 -0.080 -2.111  0.514
H -1.791 0.472 -1.543  0.330
H 1.854 0.513 1.757  0.356
H 2.902 0.727 0.507  0.354
H 2.116 3.267 1.830  0.286
H 3.656 2.767 1.064  0.286
H 3.322 2.336 2.633  0.390

ΔE to the lowest compared entry with this formula, charge and spin in kcal per mole: 50.7
DFT total energy in Eh: -993.99644
LUMO energy in eV: 0.67
HOMO in eV: -7.8918
Multiplicity: 1
SMILES: CCCSSCC
Strongest force on any atom in eV/A: 4.80
Orbital gap in eV: 8.6